Entry 1:
Formula: C5H6O
Source: the OMol25 dataset
Level of theory: the ωB97M-V functional and the def2-TZVPD basis

The geometry in XYZ format:
```
12
Properties=species:S:1:pos:R:3:forces:R:3:lowdin_charge:R:1
C -1.49408 0.43954 -0.06083 -0.02 0.09 0.02 -0.0949
C -0.48113 -0.69170 -0.22965 -0.08 -0.11 -0.03 -0.2135
C 0.92660 -0.20246 -0.53223 0.43 0.15 -0.75 -0.3661
C 1.56355 0.00606 -1.65661 -0.61 -0.32 0.80 0.2700
C 1.78833 0.22212 0.64168 0.02 0.29 0.48 -0.2458
O 1.30704 0.76443 1.60506 0.13 -0.40 -0.39 0.0717
H -1.15001 1.15071 0.69441 -0.07 -0.09 -0.12 0.0722
H -1.64962 0.97370 -1.00305 0.04 -0.07 0.14 0.0793
H -2.45406 0.02625 0.26662 0.14 0.07 -0.07 0.0758
H -0.79450 -1.38069 -1.02010 0.07 0.14 0.09 0.1105
H -0.42091 -1.27305 0.69732 0.01 0.09 -0.14 0.1158
H 2.85879 -0.03491 0.59738 -0.09 0.16 -0.04 0.1250
```
Forces are in eV/Å.

The LUMO energy comes out at -0.03708 Eh. As for the energy relative to the best compared isomer or geometry (same formula, charge and spin): 3.832 eV. For the HOMO energy, the calculation gives -10.4289 eV.

Entry 2:
Formula: C5H6O
Source: the OMol25 dataset
Level of theory: the ωB97M-V functional and the def2-TZVPD basis

The geometry in XYZ format:
```
12
Properties=species:S:1:pos:R:3:forces:R:3:lowdin_charge:R:1
O -1.95008 1.06421 -0.41379 0.03 -0.59 0.30 0.0472
C -1.67656 0.09122 0.24921 -0.13 0.34 -0.29 -0.2793
C -0.78282 -1.04422 -0.22207 -0.21 0.04 -0.15 -0.1560
C 0.46927 -0.74534 0.57738 0.11 0.08 0.09 -0.1311
C 1.28836 0.14061 0.08044 0.05 0.36 0.00 -0.1058
C 1.83946 1.17875 -0.48480 0.08 -0.21 0.11 0.0259
H 1.31848 2.12416 -0.38304 0.12 0.11 0.14 0.0691
H -1.96757 0.03592 1.32425 -0.07 -0.02 -0.23 0.1281
H -0.59713 -0.94449 -1.29612 -0.09 -0.01 0.24 0.1223
H -1.21466 -2.02552 -0.00682 0.05 0.11 0.09 0.1097
H 0.50715 -1.05294 1.62263 0.18 -0.01 -0.27 0.1119
H 2.76610 1.17764 -1.04727 -0.13 -0.21 -0.02 0.0580
```
Forces are in eV/Å.

The structure (SMILES) is C=C=CCC=O. The LUMO energy comes out at 0.03370 Eh. As for the energy relative to the best compared isomer or geometry (same formula, charge and spin): 2.013 eV. For the HOMO energy, the calculation gives -9.4854 eV.

Entry 3:
Formula: C5H6O
Source: the OMol25 dataset
Level of theory: the ωB97M-V functional and the def2-TZVPD basis

The geometry in XYZ format:
```
12
Properties=species:S:1:pos:R:3:forces:R:3:lowdin_charge:R:1
C 1.76948 0.73260 0.20566 0.05 0.03 -0.03 -0.1015
C 0.35179 0.28191 0.52901 0.03 -0.01 0.03 -0.1911
C -0.41161 -0.16099 -0.70065 0.18 0.09 -0.33 -0.4344
O -0.02445 0.03333 -1.83329 -0.20 -0.12 0.51 0.1021
C -1.67674 -0.85410 -0.44241 -0.52 -0.30 0.08 -0.0368
C -2.69987 -1.44740 -0.21117 0.45 0.26 -0.10 0.1466
H 2.27894 1.08126 1.10889 -0.09 -0.05 -0.13 0.0731
H 1.76120 1.54184 -0.52902 0.01 -0.10 0.12 0.0776
H 2.34918 -0.09118 -0.22175 -0.08 0.12 0.06 0.0808
H -0.23147 1.09195 0.99006 0.04 -0.11 -0.07 0.1270
H 0.33750 -0.53904 1.25692 -0.02 0.09 -0.12 0.1204
H -3.60831 -1.97802 -0.02586 0.14 0.10 -0.02 0.0362
```
Forces are in eV/Å.

The structure (SMILES) is C#CC(=O)CC. The LUMO energy comes out at 0.01515 Eh. As for the energy relative to the best compared isomer or geometry (same formula, charge and spin): 1.687 eV. For the HOMO energy, the calculation gives -10.3298 eV.

Entry 4:
Formula: C5H6O
Source: the OMol25 dataset
Level of theory: the ωB97M-V functional and the def2-TZVPD basis

The geometry in XYZ format:
```
12
Properties=species:S:1:pos:R:3:forces:R:3:lowdin_charge:R:1
O -1.05952 2.38612 -0.80721 0.13 -0.33 0.10 0.0538
C -0.62417 1.44518 -0.19436 -0.40 -0.13 0.08 -0.2608
C -1.04949 -0.00250 -0.35181 -0.02 -0.03 -0.09 -0.1343
C -0.00359 -0.95841 0.22247 -0.22 -0.08 -0.13 -0.2801
C 1.39822 -0.83579 -0.29654 0.23 -0.28 0.09 -0.0094
C 1.22156 -0.43558 0.91765 0.10 0.25 0.02 -0.0423
H -2.02162 -0.15050 0.13748 0.13 0.23 0.05 0.1212
H -1.22885 -0.18892 -1.41650 0.03 -0.06 0.09 0.1209
H -0.38684 -1.93123 0.55570 0.07 0.23 -0.29 0.1153
H 2.03307 -0.95617 -1.16446 -0.10 -0.02 0.26 0.1041
H 0.14802 1.56579 0.58674 -0.04 0.40 0.03 0.1080
H 1.57319 0.06202 1.81084 0.09 -0.21 -0.20 0.1036
```
Forces are in eV/Å.

The structure (SMILES) is O=CCC1C=C1. The LUMO energy comes out at 0.03926 Eh. As for the energy relative to the best compared isomer or geometry (same formula, charge and spin): 2.776 eV. For the HOMO energy, the calculation gives -9.3661 eV.

Entry 5:
Formula: C5H6O
Source: the OMol25 dataset
Level of theory: the ωB97M-V functional and the def2-TZVPD basis

The geometry in XYZ format:
```
12
Properties=species:S:1:pos:R:3:forces:R:3:lowdin_charge:R:1
C -1.17176 1.96713 -0.04113 -0.27 -0.41 0.03 0.0096
C -1.68224 0.81746 -0.04239 0.11 0.70 0.04 -0.0184
C -0.07249 0.58375 -0.55893 0.40 -0.26 -0.18 -0.2106
C 0.52454 -0.35303 0.46196 -0.14 0.18 0.11 -0.3397
C 0.35751 -1.79294 0.32803 -0.23 -0.18 0.05 -0.1057
O 1.59038 -1.15880 -0.01017 0.25 0.00 -0.09 -0.0389
H -0.83109 2.98567 -0.01436 -0.05 -0.19 0.00 0.0808
H 0.65725 1.38898 -0.74601 -0.09 -0.04 0.04 0.1219
H -0.21687 0.09396 -1.52355 -0.02 0.07 0.16 0.1189
H 0.67420 0.07566 1.45372 -0.05 -0.06 -0.13 0.1492
H -0.21390 -2.17606 -0.51677 0.08 0.07 0.12 0.1192
H 0.38447 -2.43180 1.20958 0.03 0.12 -0.13 0.1137
```
Forces are in eV/Å.

The LUMO energy comes out at 0.03659 Eh. As for the energy relative to the best compared isomer or geometry (same formula, charge and spin): 5.296 eV. For the HOMO energy, the calculation gives -10.1504 eV.

Entry 6:
Formula: C5H6O
Source: the OMol25 dataset
Level of theory: the ωB97M-V functional and the def2-TZVPD basis

The geometry in XYZ format:
```
12
Properties=species:S:1:pos:R:3:forces:R:3:lowdin_charge:R:1
C -0.98746 0.35228 -1.39416 0.16 -0.03 -0.03 0.0187
C 0.29149 0.19607 -1.07531 -0.28 0.07 -0.06 -0.1328
C -0.02423 1.07382 1.52763 -0.07 -0.45 0.11 0.2141
C 0.46966 -0.27584 1.43644 0.13 0.36 0.45 -0.3465
O -0.26377 -1.35232 0.78789 -0.10 0.00 -0.03 -0.0201
C 0.72127 -0.71948 0.02806 0.08 0.05 -0.24 -0.2800
H -1.74119 -0.25640 -0.90140 0.06 0.13 -0.09 0.0743
H -1.31657 1.11084 -2.09531 0.09 -0.19 -0.08 0.0655
H 1.08054 0.79579 -1.52471 -0.13 -0.11 0.00 0.1098
H -1.06715 1.08067 1.16069 0.24 0.03 0.01 0.0175
H 1.19213 -0.60834 2.17839 -0.03 -0.06 -0.12 0.1304
H 1.62850 -1.30714 -0.13991 -0.14 0.21 0.07 0.1490
```
Forces are in eV/Å.

The LUMO energy comes out at -0.02246 Eh. As for the energy relative to the best compared isomer or geometry (same formula, charge and spin): 5.442 eV. For the HOMO energy, the calculation gives -9.0732 eV.